No. 1
DFT (ωB97M-V/def2-TZVPD) results for a single C10H16 molecule.

ORCA input file:
```
! RIJCOSX wB97M-V def2-TZVPD def2/J DEFGRID3
* xyz 0 1
C 0.99227 -0.98337 0.02227
C -1.01780 0.76082 0.00361
C -0.38960 -0.56842 -0.40848
C 0.80074 -0.25595 -1.29247
C 1.28175 -2.46779 -0.09677
C 1.75370 -0.34978 1.16335
C -2.31735 0.96038 -0.79390
C -1.33558 0.87742 1.49428
C -0.00614 1.76672 -0.49519
C 0.93379 1.21460 -1.25066
H -1.08336 -1.35867 -0.66116
H 1.01910 -0.77354 -2.21581
H -0.12081 2.81878 -0.29133
H 1.72192 1.73399 -1.76975
H 0.75549 -2.90099 -0.94408
H 0.97098 -2.99151 0.80674
H 2.34990 -2.63372 -0.23708
H 1.42219 -0.76493 2.11196
H 2.81636 -0.56854 1.05371
H 1.63100 0.72955 1.18376
H -2.71784 1.95703 -0.62212
H -2.12443 0.84660 -1.85793
H -3.06598 0.23043 -0.49283
H -0.43569 0.84491 2.09850
H -1.84909 1.81598 1.69228
H -1.98551 0.06002 1.79909
*
```

Summary:
Orbital gap   9.59 eV
Max |F|   0.29 eV/Å

Mulliken population analysis, charges in e, atoms 1 to 5: 1.8079 2.2533 -1.2865 -0.3872 -1.5006

=====

No. 2
DFT (ωB97M-V/def2-TZVPD) results for a molecular structure, C23H36F10N2O9SSi2 in a non-equilibrium geometry.

ORCA input file:
```
! RIJCOSX wB97M-V def2-TZVPD def2/J DEFGRID3
* xyz 0 1
C -7.57802 -2.35001 -2.42944
C -7.38604 -1.03854 -3.37183
C -6.25182 -0.12119 -2.70335
O -6.52160 0.48775 -1.63052
O -4.92373 0.01603 -3.25490
C -4.02767 -0.20071 -2.12149
C -2.56180 -0.73545 -2.60074
Si -1.11038 0.36033 -2.03603
C -1.41890 2.24456 -2.32622
C -0.07390 2.96369 -1.78762
N 0.65765 3.77912 -2.51234
C 0.42834 -0.07753 -3.13905
C 0.12377 -1.20616 -4.24409
C 1.57055 -1.81579 -4.68078
F 1.80993 -3.09303 -4.03820
O -0.59935 0.18642 -0.39347
Si -1.44358 -1.01739 0.50514
N -2.89665 -0.19183 1.22776
C -2.58190 1.04378 1.43887
S -2.21477 2.65536 1.37218
H -8.67521 -2.65063 -2.51490
H -7.33185 -2.11245 -1.33829
H -6.95723 -3.23517 -2.82203
H -7.07525 -1.31697 -4.43038
H -8.37676 -0.45484 -3.33064
H -3.93993 0.68410 -1.40980
H -4.48275 -1.07438 -1.51721
H -2.43125 -1.86147 -2.40108
H -2.59875 -0.65202 -3.75631
H -1.45714 2.51505 -3.44876
H -2.33810 2.63357 -1.75840
H 0.24864 2.77055 -0.70168
H 1.46175 4.08958 -1.92672
H 0.78251 0.87985 -3.67937
H 1.28901 -0.40152 -2.46174
H -0.45783 -2.08696 -3.81853
H -0.31835 -0.76833 -5.20392
H 2.43978 -1.13871 -4.38611
H 1.59260 -1.96868 -5.80890
H -1.90978 -2.16012 -0.27326
H -0.65488 -1.55436 1.63475
C 0.51894 0.39738 3.83357
C 1.97831 0.62757 3.49268
O 2.82928 0.11317 4.52886
C 3.06162 -1.21425 4.49597
O 2.60157 -1.96413 3.67535
C 4.01354 -1.61599 5.62011
F 3.68773 -1.05453 6.80208
F 5.28341 -1.24100 5.35807
F 4.04257 -2.94523 5.82700
H 0.28306 0.81977 4.81364
H -0.12870 0.85852 3.08483
H 0.28789 -0.66881 3.88213
H 2.17567 1.69929 3.42690
H 2.23983 0.19257 2.52412
C -1.06242 6.90899 -3.72752
C 0.05493 7.88621 -3.41958
O -0.45340 9.03920 -2.72945
C -0.65067 8.89411 -1.40401
O -0.43689 7.88008 -0.79225
C -1.14572 10.20315 -0.79333
F -2.12129 10.77958 -1.52519
F -0.15361 11.11252 -0.69331
F -1.64446 10.04221 0.44517
H -1.86384 7.40558 -4.28094
H -0.68917 6.07182 -4.32044
H -1.50529 6.51368 -2.81115
H 0.49508 8.24652 -4.35144
H 0.85734 7.41374 -2.84671
C 5.53598 -5.59212 5.62273
C 6.27793 -6.34266 4.53381
O 6.07527 -7.75890 4.66331
C 4.91863 -8.23813 4.16300
O 4.07353 -7.56154 3.63850
C 4.85647 -9.75507 4.32611
F 5.23733 -10.15973 5.55545
F 5.66560 -10.38395 3.44798
F 3.62087 -10.24806 4.12967
H 5.82386 -5.96539 6.60900
H 5.75438 -4.52483 5.57161
H 4.45660 -5.72947 5.53228
H 7.35112 -6.16854 4.63347
H 5.98771 -5.99880 3.53736
*
```

Summary:
Orbital gap   9.86 eV
Max |F|   5.96 eV/Å

Mulliken population analysis, charges in e, atoms 1 to 5: -0.9246 -0.3336 0.4935 -0.5351 -0.4026

=====

No. 3
DFT (ωB97M-V/def2-TZVPD) results for a single C9H7NS molecule in a non-equilibrium geometry.

ORCA input file:
```
! RIJCOSX wB97M-V def2-TZVPD def2/J DEFGRID3
* xyz 0 1
C -1.57847 -0.99595 -1.27878
C -2.11432 -0.53062 -0.07901
C -0.23141 -0.62663 -1.54746
C -1.31348 -0.11210 0.94962
C 0.59355 -0.19534 -0.54292
C 0.05659 0.00526 0.69776
C 0.92961 0.59341 1.74879
C 1.87825 1.35448 1.41600
C 3.28573 3.05517 0.46838
N 2.82591 1.93975 0.92167
S 4.33573 4.11368 1.06918
H -2.21601 -1.35427 -2.00098
H -3.16679 -0.49924 -0.02856
H 0.16381 -1.01622 -2.36993
H -1.73564 0.10622 1.87444
H 1.60385 -0.21843 -0.60390
H 0.56667 0.31435 2.72469
H 3.14653 3.21148 -0.61840
*
```

Summary:
Orbital gap   8.30 eV
Max |F|   4.28 eV/Å

Mulliken population analysis, charges in e, atoms 1 to 5: -0.6230 -0.3574 -0.7328 -0.5280 -0.4904

=====

No. 4
DFT (ωB97M-V/def2-TZVPD) results for 2 unconnected molecules or ions with the total composition C3H8NOP in a non-equilibrium geometry.

ORCA input file:
```
! RIJCOSX wB97M-V def2-TZVPD def2/J DEFGRID3
* xyz 0 1
C -0.02596 -0.65476 -0.64925
C 2.36670 -0.05847 -0.72663
C -1.16652 1.36186 0.94937
N 0.95523 0.10459 -0.77576
O -2.19672 -1.67361 0.48468
P -1.59096 0.39830 -0.47640
H -0.21750 -1.74689 -0.59981
H -3.06992 -1.90479 0.19635
H 2.69705 0.88680 -0.23204
H 2.71533 -1.08732 -0.22682
H 2.69988 -0.15110 -1.77254
H -0.06435 1.40777 1.06573
H -1.69576 2.22483 0.86638
H -1.40651 0.89280 1.89674
*
```

Summary:
Orbital gap   8.48 eV
Max |F|   4.69 eV/Å

Mulliken population analysis, charges in e, atoms 1 to 5: -0.0063 -0.7205 -0.7870 -0.3453 -0.7575

=====

No. 5
DFT (ωB97M-V/def2-TZVPD) results for 2 unconnected molecules or ions with the total composition C26H39ClFN4O9P in a non-equilibrium geometry.

ORCA input file:
```
! RIJCOSX wB97M-V def2-TZVPD def2/J DEFGRID3
* xyz 0 1
C 2.99080 -2.45489 2.10073
C 1.43545 -2.39346 2.29402
C 0.62304 -2.39472 0.94309
Cl 0.08472 -4.09593 0.71682
C -0.41510 -1.24455 0.94475
C 0.22353 -0.00608 0.19408
C 1.71416 0.28301 0.42042
C 2.12950 1.01957 1.73864
C 1.18973 1.00027 2.96951
C 1.11113 2.36526 3.76067
N -0.25085 2.62312 4.25426
C -0.56678 1.37600 0.20943
C 0.15362 2.65105 -0.18032
C 0.78198 2.93353 -1.37715
C 1.41868 4.12540 -1.64205
C 1.45019 5.14256 -0.69863
C 2.12500 6.47148 -0.99786
C 0.80625 4.88025 0.50212
C 0.16822 3.68449 0.75514
C -0.22487 -0.54953 -1.24306
P 0.60092 -0.38425 -2.90626
O 0.63701 -1.65149 -3.61639
O -0.13798 0.68741 -3.86393
O 2.08342 0.11188 -2.74654
N -1.32194 -1.22587 -1.14295
C -2.00820 -1.86936 -2.27256
O -1.65750 -2.96534 -2.57117
N -3.08745 -1.28751 -2.95329
C -3.05823 0.09235 -3.16672
O -3.14953 0.54306 -4.26108
F -2.98164 0.95316 -2.12661
C -1.81322 -1.38567 0.28282
N -2.81187 -0.38756 0.72358
C -2.62761 -2.70881 0.51334
C -4.14395 -2.61613 0.52750
O -4.70390 -2.12268 -0.72354
C -6.04332 -1.91626 -0.49408
O -6.80266 -2.79581 -0.22772
H 3.30286 -2.27923 1.07162
H 3.45256 -1.78185 2.83853
H 3.32811 -3.47028 2.34349
H 1.12622 -1.57979 2.95858
H 1.19461 -3.31744 2.83572
H 1.29874 -2.24864 0.09411
H -0.69273 -1.08423 2.00034
H 2.34583 -0.60895 0.36710
H 2.10312 0.88825 -0.40907
H 2.30664 2.07630 1.47634
H 3.11311 0.64604 2.05458
H 0.15420 0.68505 2.80739
H 1.60892 0.28952 3.70040
H 1.51157 3.20310 3.18073
H 1.71491 2.25265 4.67288
H -0.92690 2.60305 3.49747
H -0.52756 1.88783 4.89608
H -1.42474 1.26906 -0.47226
H -1.02931 1.52259 1.19388
H 0.79145 2.19458 -2.17622
H 1.92688 4.30752 -2.58941
H 2.60119 6.91426 -0.11811
H 2.85434 6.32740 -1.80276
H 1.34317 7.15530 -1.35987
H 0.79364 5.65151 1.27465
H -0.31922 3.60791 1.72496
H -0.65531 1.33778 -3.36161
H 2.56570 -0.72485 -2.36961
H -3.33349 -1.79812 -3.79283
H -2.45607 0.14870 1.50325
H -3.11426 0.20026 -0.04232
H -2.32526 -3.08188 1.50410
H -2.34931 -3.51998 -0.17422
H -4.57574 -2.11698 1.40372
H -4.51192 -3.65431 0.60980
H -6.45309 -0.88678 -0.52944
C 2.71312 -4.26838 -2.76244
C 2.82293 -3.49539 -1.45288
O 2.69640 -4.14414 -0.41173
O 3.03688 -2.22837 -1.55852
H 2.53391 -5.32585 -2.57638
H 1.89387 -3.87513 -3.35695
H 3.63930 -4.16603 -3.33210
*
```

Summary:
Orbital gap   5.61 eV
Max |F|   3.81 eV/Å

Mulliken population analysis, charges in e, atoms 1 to 5: -1.3632 -0.8280 1.5883 -0.1976 -0.6369

=====

No. 6
DFT (ωB97M-V/def2-TZVPD) results for a gas-phase ion, C9H6N3O2S (charge -1) in a non-equilibrium geometry.

ORCA input file:
```
! RIJCOSX wB97M-V def2-TZVPD def2/J DEFGRID3
* xyz -1 1
N -2.57800 0.60128 -1.38402
C -2.33482 -0.75737 -1.56167
C -1.60882 -1.58818 -0.30940
C -0.39515 -0.62987 0.23528
C -0.51366 -0.01371 1.78371
C 0.61920 0.98457 2.42227
N 0.73153 1.68779 3.75772
S 2.27612 2.56988 3.65618
N 2.97169 2.22664 2.06794
C 1.90732 1.33256 1.46880
C 2.03399 0.74870 -0.05770
C 0.88812 -0.26809 -0.71914
C 1.15881 -0.80827 -2.24311
O 2.32698 -1.47222 -2.45495
O 0.29348 -0.60640 -3.41579
H -3.00537 0.90372 -2.30958
H -2.59402 -1.27149 -2.58318
H -2.43990 -1.72481 0.53402
H -1.23626 -2.65394 -0.62051
H -1.44341 -0.29349 2.47343
H 2.94219 1.03270 -0.74031
*
```

Summary:
Orbital gap   5.85 eV
Max |F|   7.81 eV/Å

Mulliken population analysis, charges in e, atoms 1 to 5: -0.5418 -0.0416 -0.5001 0.5808 -0.7472

=====

| no. | HOMO (eV) |
| --- | --- |
| 1 | -8.64 |
| 2 | -9.99 |
| 3 | -8.41 |
| 4 | -8.96 |
| 5 | -7.81 |
| 6 | -4.64 |